Computed, not measured: a single C2H10N4 molecule, with ωB97M-V/def2-TZVPD.

Computed properties:
* SMILES: CNN(N)CN
* multiplicity: 1
* HOMO: -8.95 eV
* total charge: 0
* LUMO level: 0.040 hartree

Atoms and positions in Å:
C (-0.717, 0.951, -1.759)
N (-0.963, -0.273, -1.022)
N (0.172, -0.717, 0.025)
N (1.443, -0.323, -0.345)
C (-0.419, 0.010, 1.100)
N (0.178, -0.636, 2.422)
H (0.301, 1.015, -2.176)
H (-1.424, 1.019, -2.587)
H (-0.867, 1.806, -1.097)
H (-0.970, -1.067, -1.657)
H (1.718, 0.622, -0.080)
H (2.134, -1.025, -0.115)
H (-0.137, 1.068, 1.167)
H (-1.482, -0.183, 1.205)
H (-0.159, -1.590, 2.511)
H (1.193, -0.677, 2.410)

Computed, not measured: a 2-piece molecular cluster, C2H10N5 overall, with ωB97M-V/def2-TZVPD.

Computed properties:
* multiplicity: 2
* HOMO (spin up / spin down): -2.63 / -7.55 eV
* total charge: 0
* LUMO level (spin up / spin down): 0.010 / 0.005 hartree
* <S²>: 0.7533

Atoms and positions in Å:
N (2.378, -1.619, -1.132)
C (2.294, -0.647, -0.102)
N (1.116, -0.090, 0.216)
H (2.636, -2.549, -0.810)
H (3.083, -1.425, -1.845)
H (3.252, -0.402, 0.373)
H (1.290, 0.630, 0.914)
N (-1.611, -0.290, -0.811)
C (-1.808, 0.567, 0.197)
N (-1.986, 0.099, 1.443)
N (-1.778, 1.897, 0.055)
H (-1.606, 0.189, -1.702)
H (-0.744, -0.831, -0.665)
H (-1.787, -0.892, 1.522)
H (-1.571, 0.643, 2.183)
H (-1.837, 2.421, 0.909)
H (-1.320, 2.300, -0.747)

Computed, not measured: an isolated ion of composition C2H10N6O and charge +2, with ωB97M-V/def2-TZVPD.

Computed properties:
* SMILES: NC(N)=[N+](N)/C(N)=[NH+]\O
* multiplicity: 1
* HOMO: -18.53 eV
* total charge: +2
* LUMO level: -0.316 hartree

Atoms and positions in Å:
N (1.913, -0.841, -1.421)
C (0.688, -0.544, -1.118)
N (-0.098, -0.641, -2.188)
N (0.436, -0.058, 0.154)
N (1.427, 0.601, 0.859)
C (-0.852, -0.001, 0.679)
N (-1.855, -0.840, 0.465)
N (-1.192, 1.032, 1.646)
O (-0.547, 2.233, 1.746)
H (2.200, -1.017, -2.390)
H (2.731, -0.615, -0.877)
H (0.308, -1.001, -3.044)
H (-1.064, -0.895, -2.170)
H (1.892, 0.019, 1.547)
H (1.778, 1.515, 0.818)
H (-2.589, -0.997, 1.152)
H (-1.859, -1.663, -0.094)
H (-2.076, 0.940, 2.161)
H (-0.163, 2.304, 2.622)

Computed, not measured: a 3-piece molecular cluster, C2H10NO2 overall, with ωB97M-V/def2-TZVPD.

Computed properties:
* multiplicity: 1
* HOMO: -15.00 eV
* total charge: +1
* LUMO level: -0.112 hartree

Atoms and positions in Å:
C (-0.346, 1.105, 0.163)
C (0.035, 2.220, -0.414)
N (0.461, -0.123, 0.019)
H (-1.244, 0.949, 0.742)
H (-0.594, 3.094, -0.314)
H (0.956, 2.279, -0.965)
H (1.429, 0.034, 0.297)
H (0.413, -0.537, -0.934)
H (0.161, -0.843, 0.684)
H (-0.072, -1.806, 2.860)
H (-0.859, -0.580, 3.370)
O (-0.386, -0.927, 2.606)
H (0.172, -2.394, -2.607)
H (-0.230, -1.005, -3.143)
O (0.105, -1.465, -2.365)

Computed, not measured: a 3-piece molecular cluster, C2H10NO2S overall, with ωB97M-V/def2-TZVPD.

Computed properties:
* multiplicity: 1
* HOMO: -2.79 eV
* total charge: -1
* LUMO level: 0.134 hartree

Atoms and positions in Å:
C (-0.219, -0.154, -0.026)
C (-0.143, -0.064, -1.575)
S (-1.093, -1.332, -2.430)
N (0.015, -1.532, 0.436)
H (-1.217, 0.184, 0.245)
H (0.560, 0.482, 0.389)
H (0.918, -0.076, -1.835)
H (-0.526, 0.918, -1.871)
H (0.093, -2.114, -0.399)
H (-0.776, -1.952, 0.922)
H (0.891, -0.720, 3.627)
H (0.273, -1.337, 2.381)
O (0.095, -1.181, 3.334)
H (0.795, 2.330, -1.295)
H (-0.271, 3.411, -1.100)
O (0.604, 3.137, -0.804)

Computed, not measured: a 3-piece molecular cluster, C2H10NO3 overall, with ωB97M-V/def2-TZVPD.

Computed properties:
* multiplicity: 1
* HOMO: -3.88 eV
* total charge: -1
* LUMO level: 0.155 hartree

Atoms and positions in Å:
C (1.319, 1.254, -1.439)
N (1.325, -0.223, -1.328)
C (0.559, -0.611, -0.088)
O (-0.459, 0.159, 0.352)
H (1.640, 1.601, -2.428)
H (2.008, 1.733, -0.734)
H (0.328, 1.673, -1.247)
H (0.806, -0.436, -2.177)
H (1.444, -0.750, 0.584)
H (0.185, -1.634, -0.272)
H (-3.037, -1.534, -0.072)
H (-1.818, -0.671, -0.315)
O (-2.598, -1.102, -0.784)
H (0.008, 0.283, 1.972)
H (-0.393, 0.891, 3.294)
O (0.351, 0.490, 2.877)

Computed, not measured: a 4-piece molecular cluster, C2H10NO5 overall, with ωB97M-V/def2-TZVPD.

Computed properties:
* multiplicity: 1
* HOMO: -5.18 eV
* total charge: -1
* LUMO level: 0.135 hartree

Atoms and positions in Å:
O (-2.296, 1.860, -1.027)
C (-1.863, 0.772, -0.669)
N (-0.611, 0.323, -0.864)
C (0.191, -0.816, -0.050)
O (0.885, -0.352, 0.936)
H (-2.548, 0.038, -0.227)
H (-0.033, 1.042, -1.271)
H (0.758, -1.193, -0.924)
H (-0.611, -1.554, 0.180)
H (2.984, 1.340, 1.764)
H (2.284, 0.359, 0.805)
O (3.179, 0.799, 1.020)
H (-0.918, -2.678, -1.931)
H (-0.827, -1.438, -2.639)
O (-1.349, -2.245, -2.650)
H (0.484, 1.101, 1.748)
H (0.205, 1.050, 3.302)
O (0.088, 1.592, 2.498)

Computed, not measured: a 2-piece molecular cluster, C2H10NOS overall, with ωB97M-V/def2-TZVPD.

Computed properties:
* multiplicity: 1
* HOMO: -13.03 eV
* total charge: +1
* LUMO level: -0.134 hartree

Atoms and positions in Å:
C (-0.138, -0.240, 1.170)
C (0.321, 1.124, 0.627)
S (-0.541, 1.427, -0.934)
N (1.040, -1.134, 1.512)
H (-0.717, -0.793, 0.454)
H (-0.715, -0.077, 2.078)
H (1.355, 1.126, 0.331)
H (0.172, 1.890, 1.391)
H (-1.095, 2.637, -0.790)
H (0.788, -2.105, 1.288)
H (1.282, -1.124, 2.502)
H (1.835, -0.952, 0.901)
H (0.055, -1.606, -2.241)
H (-1.219, -2.102, -1.539)
O (-0.250, -2.078, -1.458)

It is found that the relative energy (zero: lowest compared OMol25 entry of this formula, charge and spin) values, taken in the order of the records, are 72.07; 15.69; 15.41; 8.67; 8.81; 10.17; 36.33; 12.56 kcal/mol.
It is found that the calculated total energy values, taken in the order of the records, are -8193.7101; -9683.2035; -13204.5332; -7814.6341; -18657.5858; -9869.3299; -13965.2836; -16602.1400 eV.